<A>
DFT (ωB97M-V/def2-TZVPD) results for 2 unconnected molecules or ions with the total composition C4H12S.

Output
- highest occupied orbital energy (eV) = -8.420
- SMILES string = CSC.CC

Each line ends with the Löwdin charge.
CARTESIAN COORDINATES (ANGSTROEM)
C1 -1.874 -0.934 -2.559  -0.160
C2 -2.908 -0.169 -1.710  -0.178
H1 -0.891 -0.649 -2.166  0.052
H2 -2.088 -2.003 -2.421  0.065
H3 -1.879 -0.717 -3.618  0.055
H4 -3.344 -0.587 -0.812  0.053
H5 -3.753 -0.032 -2.383  0.055
H6 -2.544 0.801 -1.349  0.060
C3 1.089 -0.107 1.084  -0.420
C4 3.137 1.065 2.725  -0.470
S1 1.548 1.408 1.986  0.724
H7 1.433 0.121 0.071  0.018
H8 1.478 -1.035 1.500  0.040
H9 0.015 -0.199 1.015  0.015
H10 3.654 2.004 2.900  0.024
H11 3.804 0.496 2.059  0.040
H12 3.123 0.538 3.676  0.027

---

<B>
DFT (ωB97M-V/def2-TZVPD) results for 2 unconnected molecules or ions with the total composition C4H12S.

Output
- highest occupied orbital energy (eV) = -8.268
- SMILES string = CSC.CC

Each line ends with the Löwdin charge.
CARTESIAN COORDINATES (ANGSTROEM)
C1 1.835 1.264 -0.970  -0.182
C2 2.427 1.754 0.322  -0.184
H1 1.752 0.148 -1.132  0.086
H2 0.843 1.705 -1.041  0.056
H3 2.405 1.652 -1.761  0.036
H4 3.124 2.650 0.244  0.088
H5 1.530 2.136 0.881  0.070
H6 2.840 1.111 1.038  0.031
C3 -1.663 -2.232 1.344  -0.393
C4 -2.096 -0.483 -0.788  -0.507
S1 -2.314 -2.167 -0.373  0.717
H7 -2.260 -3.080 1.653  0.003
H8 -0.671 -2.667 1.158  0.029
H9 -1.888 -1.487 2.075  0.036
H10 -2.083 0.079 0.170  0.033
H11 -2.722 0.076 -1.527  0.048
H12 -1.061 -0.462 -1.293  0.034

---

The least stable of them is <B>.

---

<A>
DFT (ωB97M-V/def2-TZVPD) results for 2 unconnected molecules or ions with the total composition CH3IO2.

Output
- highest occupied orbital energy (eV) = -9.011

Each line ends with the Löwdin charge.
CARTESIAN COORDINATES (ANGSTROEM)
C1 -0.847 0.581 -1.124  -0.166
O1 -0.435 0.887 -0.070  -0.052
O2 0.585 -2.041 0.827  -0.974
I1 1.626 -0.808 1.781  1.192
H1 -0.505 0.903 -2.154  0.093
H2 -1.497 -0.271 -1.296  0.075
H3 1.074 0.750 2.035  -0.167

---

<B>
DFT (ωB97M-V/def2-TZVPD) results for 2 unconnected molecules or ions with the total composition CH3IO2.

Output
- highest occupied orbital energy (eV) = -9.931
- SMILES string = O=CO.I

Each line ends with the Löwdin charge.
CARTESIAN COORDINATES (ANGSTROEM)
C1 -0.593 -0.957 -0.498  -0.377
O1 -0.245 0.089 0.293  -0.068
O2 -0.343 -2.048 -0.127  0.091
I1 1.621 2.648 0.744  0.522
H1 -0.946 -0.588 -1.445  0.136
H2 3.147 2.479 0.535  -0.391
H3 -0.076 -0.142 1.211  0.087

---

The least stable of them is <A>.

---

<A>
DFT (ωB97M-V/def2-TZVPD) results for 2 unconnected molecules or ions with the total composition CH3IO2.

Output
- highest occupied orbital energy (eV) = -8.898

Each line ends with the Löwdin charge.
CARTESIAN COORDINATES (ANGSTROEM)
C1 0.053 -0.419 -0.058  -0.149
O1 0.074 0.310 -1.016  -0.127
O2 -0.368 1.301 1.881  -0.973
I1 0.657 2.506 0.873  1.239
H1 -0.865 -0.820 0.159  0.074
H2 0.995 -0.474 0.515  0.095
H3 0.397 1.610 -0.501  -0.159

---

<B>
DFT (ωB97M-V/def2-TZVPD) results for a molecular structure, CH3IO2.

Output
- highest occupied orbital energy (eV) = -9.828

Each line ends with the Löwdin charge.
CARTESIAN COORDINATES (ANGSTROEM)
C1 0.674 -0.900 0.218  -0.882
O1 -0.038 -1.207 -0.597  -0.060
O2 -0.559 1.270 -0.599  -0.293
I1 2.460 0.083 -0.045  0.871
H1 0.605 -1.562 1.145  0.090
H2 -1.104 0.186 -0.988  0.236
H3 -0.419 2.067 -1.181  0.037

---

The least stable of them is <A>.

---

<A>
DFT (ωB97M-V/def2-TZVPD) results for C2H3ClN2 in the gas phase.

Output
- highest occupied orbital energy (eV) = -10.752
- SMILES string = N#C[C@H](N)Cl

Each line ends with the Löwdin charge.
CARTESIAN COORDINATES (ANGSTROEM)
C1 0.932 -0.862 0.689  -0.284
C2 0.063 0.310 0.472  -0.696
N1 1.655 -1.708 0.886  0.165
N2 -1.168 0.032 -0.697  -0.004
Cl1 1.053 1.668 0.111  0.669
H1 -0.484 0.492 1.322  0.050
H2 -1.160 0.793 -1.417  0.045
H3 -0.891 -0.725 -1.366  0.055

---

<B>
DFT (ωB97M-V/def2-TZVPD) results for 2 unconnected molecules or ions with the total composition C2H3ClN2.

Output
- highest occupied orbital energy (eV) = -10.556

Each line ends with the Löwdin charge.
CARTESIAN COORDINATES (ANGSTROEM)
C1 -1.470 0.876 -0.089  -0.187
C2 -0.006 -0.701 -0.421  -0.095
N1 -2.093 1.834 0.217  -0.036
N2 1.076 -0.408 0.469  -0.497
Cl1 2.087 0.888 -0.045  0.611
H1 -0.540 -1.552 0.027  0.090
H2 0.323 -0.685 -1.465  0.081
H3 0.624 -0.251 1.307  0.033

---

The least stable of them is <B>.

---

<A>
DFT (ωB97M-V/def2-TZVPD) results for C3H5N3O3 in the gas phase.

Output
- highest occupied orbital energy (eV) = -7.609
- SMILES string = [H]/N=c1/c(N)c(O)on1O

Each line ends with the Löwdin charge.
CARTESIAN COORDINATES (ANGSTROEM)
C1 0.200 -0.441 0.839  -0.228
C2 -0.380 -1.194 -0.156  -0.357
C3 0.510 0.805 0.313  -0.411
H1 0.532 0.080 2.732  0.081
H2 -0.172 -1.439 2.639  0.086
H3 -1.203 -2.760 -0.858  0.156
H4 -1.156 2.101 -1.169  0.143
H5 1.121 2.593 0.315  0.056
N1 0.458 -0.783 2.184  0.105
N2 0.293 0.774 -1.099  -0.074
N3 0.932 1.806 0.929  0.162
O1 -0.902 -2.359 -0.018  0.177
O2 -0.403 -0.517 -1.336  0.064
O3 -0.305 1.855 -1.612  0.040

---

<B>
DFT (ωB97M-V/def2-TZVPD) results for C3H5N3O3 in the gas phase.

Output
- highest occupied orbital energy (eV) = -7.857
- SMILES string = Nn1oc(O)c/c1=N/O

Each line ends with the Löwdin charge.
CARTESIAN COORDINATES (ANGSTROEM)
C1 1.777 -0.336 -0.020  -0.475
C2 0.814 -1.267 0.079  0.047
C3 -0.388 -0.587 -0.103  -0.338
H1 -1.483 2.035 -0.428  0.119
H2 -0.998 1.491 1.099  0.096
H3 3.397 0.476 -0.212  0.139
H4 0.893 -2.337 0.212  0.128
H5 -3.408 -1.006 -0.053  0.080
N1 -0.657 1.827 0.195  0.091
N2 -0.028 0.751 -0.448  -0.093
N3 -1.553 -1.106 0.096  0.029
O1 1.290 0.836 -0.059  0.080
O2 3.061 -0.417 -0.118  0.192
O3 -2.717 -0.360 -0.240  -0.095

---

The least stable of them is <B>.

---

<A>
DFT (ωB97M-V/def2-TZVPD) results for 2 unconnected molecules or ions with the total composition C11H14N2O.

Output
- highest occupied orbital energy (eV) = -8.233
- SMILES string = Cc1ccc(O)cc1.Cc1c[nH]cn1

Each line ends with the Löwdin charge.
CARTESIAN COORDINATES (ANGSTROEM)
C1 -3.799 1.412 1.676  -0.073
C2 -1.477 0.825 1.114  -0.048
C3 -2.742 1.277 0.632  -0.277
C4 -0.389 0.669 0.305  -0.016
C5 -0.564 0.916 -1.068  -0.292
C6 -2.812 1.516 -0.724  -0.045
C7 -1.739 1.341 -1.629  -0.012
O1 0.615 0.993 -1.821  0.006
H1 -1.308 0.561 2.154  0.114
H2 0.514 0.244 0.702  0.087
H3 -4.123 0.401 1.901  0.079
H4 -4.566 2.164 1.457  0.078
H5 -3.653 1.959 -1.225  0.102
H6 1.289 0.387 -1.487  0.027
H7 -1.809 1.448 -2.700  0.115
H8 -3.530 1.802 2.672  0.079
C8 3.325 0.215 -0.598  -0.046
C9 1.861 -2.551 1.127  -0.189
C10 2.797 -1.140 -0.251  -0.361
C11 2.385 -2.214 -1.001  -0.059
N1 2.393 -1.387 1.044  0.070
N2 1.870 -3.171 -0.118  0.048
H9 1.470 -3.046 2.000  0.115
H10 1.176 -3.807 -0.480  0.137
H11 2.479 -2.483 -2.030  0.108
H12 2.995 0.494 -1.592  0.072
H13 4.374 0.277 -0.239  0.095
H14 2.970 0.900 0.180  0.084

---

<B>
DFT (ωB97M-V/def2-TZVPD) results for 2 unconnected molecules or ions with the total composition C11H14N2O.

Output
- highest occupied orbital energy (eV) = -7.589
- SMILES string = Cc1c[nH]c2ccccc12.CC(N)=O

Each line ends with the Löwdin charge.
CARTESIAN COORDINATES (ANGSTROEM)
C1 1.652 3.607 2.748  -0.030
C2 0.813 1.164 0.027  -0.208
C3 0.500 1.737 1.292  -0.143
C4 1.641 2.483 1.709  -0.226
C5 2.607 2.267 0.775  -0.070
C6 -0.072 0.418 -0.748  -0.021
C7 -1.302 0.153 -0.162  -0.102
C8 -1.670 0.648 1.094  -0.089
C9 -0.786 1.468 1.772  -0.036
N1 2.126 1.492 -0.275  0.070
H1 0.162 0.070 -1.743  0.097
H2 -1.956 -0.528 -0.692  0.076
H3 2.712 1.052 -0.955  0.140
H4 -2.574 0.254 1.533  0.100
H5 3.604 2.665 0.672  0.117
H6 -1.056 1.804 2.770  0.106
H7 1.847 4.502 2.162  0.075
H8 2.409 3.414 3.500  0.071
H9 0.647 3.698 3.148  0.066
C10 -1.324 -2.537 -2.975  -0.021
C11 -1.354 -3.434 -1.747  -0.578
O1 -1.802 -3.144 -0.667  0.057
N2 -0.755 -4.652 -1.981  0.139
H10 -1.720 -1.541 -2.763  0.065
H11 -1.893 -2.857 -3.848  0.080
H12 -0.475 -5.218 -1.189  0.110
H13 -0.240 -4.748 -2.819  0.076
H14 -0.318 -2.322 -3.348  0.079

---

The least stable of them is <A>.